Entry 1:
DFT (ωB97M-V with the def2-TZVPD basis set) results for a structure of composition C21H29AsBr2N3OV at a distorted geometry.

- Kohn-Sham gap (spin up / spin down): 0.26050 / 0.27387 Eh
- Spin multiplicity: 4
- Net charge: +1
- ΔE to the lowest compared entry with this formula, charge and spin: 6.6 kJ/mol
- Strongest force on any atom: 2.3 eV Å⁻¹

Last column: Löwdin spin population.
Element x y z (Å)
V  -0.21489  -0.01091  0.57923  2.661
C  -2.47285  3.49403  1.12258  0.013
C  -1.51328  2.44453  0.67930  0.084
N  -1.44509  1.28459  1.24042  -0.019
N  -2.22501  0.94172  2.33772  0.007
C  -1.76674  -0.21668  2.82529  0.002
O  -0.77013  -0.87416  2.32939  0.029
C  -2.44672  -0.77228  4.01493  -0.001
C  -3.61902  -0.20344  4.50954  -0.001
C  -4.24231  -0.76283  5.61383  0.000
C  -3.69575  -1.88419  6.22817  0.000
C  -2.52690  -2.45027  5.73688  0.000
C  -1.90401  -1.89723  4.62793  0.000
C  -0.56396  2.58677  -0.46680  0.026
C  -0.31516  3.79480  -1.08772  0.006
C  0.60239  3.85074  -2.12466  0.023
C  1.24936  2.69416  -2.51983  0.008
C  0.96576  1.52188  -1.84872  0.028
N  0.08807  1.44967  -0.83942  0.026
H  -2.55810  3.47482  2.20719  0.002
H  -3.46726  3.28426  0.71997  0.005
H  -2.18230  4.49101  0.79930  0.001
H  -4.02864  0.67267  4.02527  0.000
H  -5.15378  -0.32425  5.99854  0.000
H  -4.18342  -2.31655  7.09268  0.000
H  -2.10205  -3.32137  6.21824  0.000
H  -0.99501  -2.32705  4.22975  0.000
H  -0.83429  4.68544  -0.76538  0.000
H  0.80954  4.79275  -2.61553  0.001
H  1.96610  2.69253  -3.32903  0.000
H  1.45378  0.59458  -2.11937  0.002
Br  1.97823  1.01763  1.88656  0.004
C  2.93685  -0.56366  1.33808  0.018
Br  1.84752  -1.59756  0.10909  0.029
H  3.11956  -1.17057  2.21309  0.001
H  3.84100  -0.26425  0.82877  0.001
C  -4.98706  -1.27050  -0.64716  0.000
C  -3.78630  -0.35114  -0.46027  0.006
As  -2.07383  -1.27599  -0.47020  0.025
C  -2.01743  -1.89530  -2.32647  0.002
C  -0.80552  -1.38851  -3.10315  0.003
C  -2.47844  -2.93840  0.45787  0.004
C  -1.22592  -3.78782  0.64533  0.002
H  -5.89882  -0.67966  -0.74566  0.000
H  -5.11791  -1.93434  0.20640  0.000
H  -4.90486  -1.89116  -1.54086  0.000
H  -3.84635  0.20295  0.47596  0.000
H  -3.71977  0.37828  -1.27000  0.000
H  -2.94226  -1.57076  -2.80013  0.000
H  -2.03750  -2.98440  -2.30016  0.000
H  -0.79556  -0.29906  -3.16399  0.000
H  -0.80395  -1.77413  -4.12384  0.000
H  0.13263  -1.70167  -2.63730  0.002
H  -3.23292  -3.45946  -0.12824  0.000
H  -2.92285  -2.68124  1.42002  0.000
H  -0.71174  -3.97114  -0.30249  0.000
H  -1.47937  -4.76385  1.06183  0.000
H  -0.52848  -3.30283  1.32842  0.001

Entry 2:
DFT (ωB97M-V with the def2-TZVPD basis set) results for a structure of composition C21H29BClFI2NO4S at a distorted geometry.

- Kohn-Sham gap: 0.24023 Eh
- Net charge: +1
- ΔE to the lowest compared entry with this formula, charge and spin: 1828.0 kJ/mol
- Strongest force on any atom: 10.6 eV Å⁻¹

Last column: natural (NBO) charge in e.
Element x y z (Å)
C  -3.87029  1.11572  -2.93925  -0.160
C  -2.81653  0.98062  -1.98558  0.083
N  -1.72786  0.76878  -0.91325  -0.408
C  -2.02194  -0.17549  0.23974  -0.032
B  -3.52753  -0.89566  0.22331  1.022
C  -4.00180  -2.07048  -0.82589  -1.056
O  -4.48627  -0.35674  1.25195  -0.855
C  -0.89268  -0.45611  1.44110  -0.002
C  -1.17736  -1.52521  2.69508  -0.469
C  -0.42038  -2.97773  2.41881  -0.421
C  -0.71733  -3.61311  0.93746  -0.442
C  -0.77026  -5.27767  1.09221  -0.594
S  -2.61084  -5.66510  1.41524  1.848
O  -2.83819  -7.05079  2.06545  -0.811
O  -3.24462  -4.52239  2.29764  -0.871
Cl  -3.56994  -5.58474  -0.44812  -0.170
C  0.55283  0.38001  1.34770  0.044
C  1.62215  0.12233  2.57072  0.154
C  1.07473  1.05484  3.84664  -0.654
F  3.00199  0.58656  2.29916  -0.362
C  0.79242  1.38478  0.06295  0.310
O  2.04126  2.15066  -0.09397  -0.519
C  3.01048  1.26065  -0.79839  -0.091
C  3.59199  1.88603  -2.19784  -0.452
C  5.20454  2.21274  -1.93777  -0.409
C  5.81785  3.28694  -3.03570  -0.635
C  -0.39274  1.52830  -1.06135  0.226
C  -0.28305  2.47665  -2.42558  -0.325
I  0.59664  1.76971  -4.33114  0.268
C  -0.83637  3.87149  -2.30942  -0.090
C  -1.48407  4.51713  -0.93677  -0.695
I  -0.71026  5.07323  -4.18519  0.223
H  -4.76312  1.47155  -3.63670  0.332
H  -4.69020  -1.55273  -1.64357  0.283
H  -3.03605  -2.49998  -1.33330  0.242
H  -4.68211  -2.91437  -0.32546  0.294
H  -3.90438  0.12364  1.93181  0.490
H  -2.33586  -1.64629  2.91668  0.274
H  -0.71197  -1.09778  3.70546  0.253
H  0.75795  -2.91238  2.52960  0.216
H  -0.75750  -3.80075  3.21339  0.256
H  0.08676  -3.31175  0.11065  0.238
H  -1.76369  -3.32076  0.47614  0.236
H  -0.07481  -5.65042  1.95922  0.283
H  -0.44271  -5.76353  0.05222  0.279
H  1.65327  -0.97513  2.97546  0.227
H  1.25771  0.55372  4.88888  0.249
H  -0.10682  1.11032  3.68583  0.215
H  1.44885  2.17171  3.77454  0.263
H  2.55089  0.18620  -0.88885  0.194
H  3.93070  1.15708  -0.04508  0.224
H  3.58856  1.02397  -3.02348  0.222
H  3.00831  2.82908  -2.58520  0.234
H  5.28756  2.74009  -0.87319  0.204
H  5.78342  1.17175  -1.93260  0.216
H  6.17102  2.64594  -3.96124  0.214
H  4.92669  3.98570  -3.37157  0.212
H  6.76001  3.86617  -2.64972  0.234
H  -2.65500  4.51626  -0.90640  0.259
H  -1.07567  5.63715  -0.88060  0.263
H  -1.11837  3.99960  0.05714  0.240

Entry 3:
DFT (ωB97M-V with the def2-TZVPD basis set) results for a structure of composition C21H29Cl2HgO4 at a distorted geometry.

- Kohn-Sham gap (spin up / spin down): 0.22310 / 0.23065 Eh
- Net charge: -1
- ΔE to the lowest compared entry with this formula, charge and spin: 182.4 kJ/mol
- Strongest force on any atom: 3.7 eV Å⁻¹

Last column: natural (NBO) charge in e.
Element x y z (Å)
O  -0.90008  -0.73830  -2.49682  -0.617
C  -1.16733  0.51267  -3.17862  -0.059
C  -0.48211  0.08397  -4.46455  -0.469
H  -0.67140  1.33400  -2.64830  0.200
H  -2.24697  0.68580  -3.24805  0.174
C  -0.28687  -1.25540  -3.72215  0.285
H  0.45941  0.61047  -4.64546  0.223
H  -1.13166  0.04611  -5.34310  0.204
C  1.15328  -1.65095  -3.44786  -0.639
H  1.70100  -0.82184  -2.97924  0.242
H  1.64764  -1.92390  -4.39304  0.205
H  1.18725  -2.52614  -2.78028  0.218
C  -1.10180  -2.41752  -4.26500  -0.639
H  -2.15534  -2.14645  -4.38506  0.214
H  -1.04043  -3.28983  -3.60205  0.225
H  -0.72531  -2.73456  -5.24295  0.207
Hg  -1.91416  -2.20674  -0.95615  0.038
C  -2.98973  -1.09216  3.84571  -0.406
C  -2.02005  -0.04467  3.82456  -0.090
C  -1.93462  0.45491  2.50161  -0.206
H  -1.44696  0.31974  4.67356  0.220
C  -2.88025  -0.25191  1.70036  -0.333
C  -3.48975  -1.24721  2.52208  -0.080
H  -4.20553  -1.99472  2.17968  0.201
H  -3.28381  -1.67000  4.72141  0.207
H  -1.23192  1.20325  2.14545  0.255
H  -3.10867  -0.05228  0.65166  0.209
C  0.58895  -2.04843  3.28617  -0.268
C  -0.13342  -3.14657  2.74197  -0.276
C  0.43463  -3.45764  1.46970  -0.115
H  -0.99499  -3.63402  3.19205  0.211
C  1.48897  -2.52731  1.21929  -0.406
C  1.57993  -1.65721  2.34699  -0.039
H  2.26398  -0.82833  2.46032  0.237
H  0.41487  -1.57418  4.25125  0.221
H  0.11838  -4.26740  0.81244  0.204
H  2.10150  -2.48352  0.31492  0.211
O  2.18863  1.71590  -2.04278  -0.558
C  1.49484  1.23218  -0.87736  -0.094
C  0.37992  2.23716  -0.51544  -0.449
H  2.19155  1.16470  -0.01750  0.210
H  1.11225  0.21397  -1.07135  0.190
C  0.77013  3.52646  -1.26042  -0.438
H  0.37880  2.39104  0.56835  0.267
H  -0.60166  1.85464  -0.81039  0.190
C  2.08054  3.16161  -1.98347  -0.073
H  0.90582  4.34665  -0.55378  0.217
H  -0.00183  3.81085  -1.98249  0.188
H  2.92883  3.56337  -1.39674  0.170
H  2.12648  3.57566  -3.00091  0.171
Cl  -0.24955  3.13097  4.16730  -0.057
C  1.38155  2.43842  4.26434  -0.311
Cl  1.43069  0.96622  5.24606  -0.056
C  1.83134  2.04744  2.80849  0.740
O  2.87794  2.65305  2.51354  -0.733
O  1.11269  1.22379  2.19743  -0.770
H  2.06445  3.18417  4.68458  0.227

Entry 4:
DFT (ωB97M-V with the def2-TZVPD basis set) results for a structure of composition C21H29Cl2O4Pt at a distorted geometry.

- Kohn-Sham gap (spin up / spin down): 0.31554 / 0.16936 Eh
- Spin multiplicity: 5
- Net charge: +1
- ΔE to the lowest compared entry with this formula, charge and spin: 105.1 kJ/mol
- Strongest force on any atom: 2.2 eV Å⁻¹

Last column: Löwdin spin population.
Element x y z (Å)
O  -0.47494  0.23550  -3.28140  0.001
C  -0.29347  1.41453  -4.13035  0.000
C  0.04996  0.62860  -5.37742  0.000
H  0.52614  2.03075  -3.76621  0.000
H  -1.21541  1.99713  -4.20704  0.000
C  -0.07314  -0.58613  -4.43013  0.000
H  1.04241  0.79635  -5.79723  0.000
H  -0.73334  0.66441  -6.13871  0.000
C  1.21651  -1.33408  -4.21382  0.000
H  2.04548  -0.65922  -3.98918  0.000
H  1.47368  -1.91168  -5.11272  0.000
H  1.09155  -2.03742  -3.38529  0.000
C  -1.19594  -1.52447  -4.83630  0.000
H  -2.10944  -0.95193  -5.02953  0.000
H  -1.37112  -2.24470  -4.02867  0.000
H  -0.91806  -2.07220  -5.74650  0.000
Pt  -0.36490  -0.25330  2.52178  1.323
C  -2.17735  -0.96503  4.00171  0.273
C  -1.87707  0.44960  3.98384  0.116
C  -2.22471  0.94406  2.64170  0.151
H  -1.60227  1.06869  4.82203  0.002
C  -2.88503  -0.15742  1.94985  0.247
C  -2.87044  -1.29402  2.79689  0.275
H  -3.36823  -2.24021  2.60403  0.007
H  -2.02546  -1.60901  4.86377  0.007
H  -2.20070  1.98728  2.35701  0.005
H  -3.37000  -0.07542  0.98307  0.008
C  0.36480  -2.03968  3.81818  0.210
C  -0.07800  -2.99253  2.83166  0.351
C  0.59537  -2.74036  1.62003  0.276
H  -0.74710  -3.82553  3.03694  0.010
C  1.51328  -1.65283  1.81677  0.237
C  1.43846  -1.24744  3.20966  0.129
H  2.16483  -0.64998  3.74407  0.002
H  0.14359  -2.01554  4.87975  0.003
H  0.51200  -3.31518  0.69904  0.007
H  2.30565  -1.33153  1.15089  0.007
O  1.73788  0.34291  -1.97960  0.004
C  0.79968  -0.33138  -1.14300  0.004
C  -0.22083  0.66358  -0.58479  0.038
H  1.40323  -0.74228  -0.32622  0.001
H  0.31725  -1.16981  -1.66087  0.000
C  0.51956  2.00556  -0.68809  0.009
H  -0.51876  0.38770  0.44917  0.013
H  -1.11858  0.66051  -1.22179  0.002
C  1.72099  1.72641  -1.59469  0.002
H  0.90033  2.29179  0.29484  0.003
H  -0.13575  2.78713  -1.07146  0.001
H  2.64452  1.89214  -1.02690  0.000
H  1.72842  2.38202  -2.47824  0.001
Cl  -0.43973  3.44833  4.38746  0.001
C  1.04483  2.48791  4.33608  0.002
Cl  0.93851  0.95923  5.28280  0.003
C  1.40378  2.26605  2.85192  0.012
O  2.08092  3.16646  2.36068  0.019
O  1.02838  1.21733  2.16743  0.236
H  1.85779  3.06836  4.78312  0.001

> What is the ΔE to the lowest compared entry with this formula, charge and spin in the second record?

1828.0 kJ/mol

> What is the formula in the fourth record?

C21H29Cl2O4Pt

> The highest strongest force on any atom belongs to which entry?

C21H29BClFI2NO4S

> What is the net charge in the fourth record?

+1